No. 1
Formula: C4H12
Source: the Open Molecules 2025 dataset
Level of theory: ωB97M-V with the def2-TZVPD basis set

The SMILES is CC.CC.

Last column: Mulliken charge in e.
Positions of all 16 atoms, in Å:
C (-0.579, -0.970, -2.852)  -0.904
C (0.492, -1.106, -1.755)  -0.411
H (-0.190, -0.607, -3.792)  0.270
H (-1.195, -1.873, -2.898)  0.281
H (-1.365, -0.374, -2.469)  0.316
H (0.915, -2.104, -1.669)  0.317
H (1.320, -0.446, -2.035)  0.260
H (0.176, -0.673, -0.813)  -0.120
C (-0.246, 1.062, 1.610)  -0.614
C (0.277, 1.046, 3.021)  -0.997
H (-1.018, 0.291, 1.540)  0.261
H (-0.651, 2.000, 1.236)  0.305
H (0.501, 0.730, 0.886)  0.135
H (1.186, 1.644, 3.164)  0.298
H (0.749, 0.100, 3.336)  0.301
H (-0.427, 1.198, 3.834)  0.302

---

No. 2
Formula: C21H31N4PtSSi2
Source: the Open Molecules 2025 dataset
Level of theory: ωB97M-V with the def2-TZVPD basis set

As for the net charge: +1.

Last column: Mulliken charge in e.
Positions of all 60 atoms, in Å:
Pt (-1.275, 0.192, -0.211)  0.891
C (2.364, 0.749, 0.745)  -0.770
Si (1.609, -0.969, 0.668)  0.286
C (3.016, -2.190, 0.469)  -1.151
C (0.748, -1.331, 2.299)  -0.942
C (0.349, -1.134, -0.730)  0.951
C (-0.570, -2.281, -0.445)  -0.961
C (-0.431, -3.661, -0.504)  -0.540
C (-1.517, -4.444, -0.147)  -0.643
C (-2.712, -3.856, 0.263)  -0.828
C (-2.790, -2.480, 0.315)  -0.086
N (-1.734, -1.745, -0.029)  0.041
Si (0.944, -1.086, -2.509)  0.382
C (1.852, -2.649, -3.011)  -1.181
C (-0.545, -0.947, -3.646)  -1.209
C (2.164, 0.326, -2.735)  -1.028
H (2.889, 0.871, 1.696)  0.420
H (1.609, 1.532, 0.674)  0.058
H (3.090, 0.907, -0.054)  0.330
H (3.699, -2.119, 1.320)  0.393
H (3.597, -1.992, -0.433)  0.300
H (2.659, -3.221, 0.421)  0.308
H (1.409, -1.088, 3.136)  0.434
H (0.485, -2.388, 2.386)  0.311
H (-0.171, -0.750, 2.409)  0.084
H (0.503, -4.102, -0.823)  0.429
H (-1.438, -5.522, -0.184)  0.469
H (-3.565, -4.458, 0.541)  0.456
H (-3.677, -1.948, 0.633)  0.427
H (1.205, -3.527, -2.963)  0.318
H (2.731, -2.840, -2.395)  0.317
H (2.187, -2.560, -4.048)  0.380
H (-1.043, -1.917, -3.717)  0.314
H (-0.245, -0.665, -4.659)  0.472
H (-1.293, -0.232, -3.297)  0.321
H (3.144, 0.012, -2.364)  0.324
H (1.907, 1.246, -2.210)  0.292
H (2.285, 0.559, -3.796)  0.405
C (-2.874, 1.269, 4.221)  -0.917
N (-1.925, 1.974, 3.367)  0.184
C (-0.840, 2.712, 3.819)  -0.657
C (-0.190, 3.176, 2.740)  -0.466
N (-0.883, 2.710, 1.626)  0.611
C (-1.948, 1.963, 2.027)  0.007
S (-3.085, 1.193, 1.022)  -0.553
C (-0.600, 3.067, 0.285)  0.355
C (-0.297, 4.380, -0.016)  -0.766
C (-0.017, 4.712, -1.331)  -0.621
C (-0.077, 3.722, -2.296)  -0.922
C (-0.396, 2.434, -1.912)  -0.267
N (-0.636, 2.095, -0.637)  0.293
H (-2.932, 1.788, 5.174)  0.353
H (-2.545, 0.242, 4.377)  0.310
H (-3.850, 1.267, 3.747)  0.371
H (-0.629, 2.825, 4.867)  0.498
H (0.708, 3.760, 2.649)  0.494
H (-0.310, 5.126, 0.765)  0.577
H (0.225, 5.731, -1.597)  0.438
H (0.118, 3.932, -3.337)  0.478
H (-0.456, 1.629, -2.628)  0.426

---

No. 3
Formula: C4H8NO3
Source: the Open Molecules 2025 dataset
Level of theory: ωB97M-V with the def2-TZVPD basis set

As for the net charge: -1.

Last column: Mulliken charge in e.
Positions of all 16 atoms, in Å:
C (1.374, -1.752, -0.129)  -0.721
C (1.412, -0.740, -1.309)  0.594
O (2.539, -0.439, -1.705)  -0.674
N (0.284, -0.436, -1.952)  -0.449
H (0.259, 0.254, -2.620)  0.231
H (-0.544, -0.297, -1.360)  0.345
H (0.626, -2.574, -0.341)  0.242
H (1.055, -1.141, 0.739)  0.189
H (2.288, -2.298, 0.038)  0.307
C (-2.336, 1.548, 2.087)  -1.013
C (-1.258, 0.833, 1.147)  0.624
O (-1.322, 0.919, -0.041)  -0.722
O (-0.342, 0.077, 1.681)  -0.786
H (-2.146, 1.620, 3.239)  0.241
H (-3.261, 1.142, 1.889)  0.268
H (-2.420, 2.556, 1.818)  0.324

---

DFT total energy in eV, matching the order above: -4341.9549 -58076.2741 -11912.0373